(1)
# C11H13BN5O8

A cluster of 2 separate species, C11H13BN5O8 in total in a non-equilibrium geometry (ωB97M-V with the def2-TZVPD basis set, the Open Molecules 2025 dataset).

Structure (XYZ):
```
38
Properties=species:S:1:pos:R:3:forces:R:3
O 2.4648 1.4307 -1.2024 -0.152 1.474 1.133
O -1.3301 0.8391 -1.6827 1.307 1.023 -1.608
O -1.0360 3.2053 -0.2282 0.262 0.474 0.104
O 1.3783 3.1512 -0.1594 -0.420 0.101 -0.481
O 3.1476 -3.7354 0.5960 -0.439 -0.076 0.082
O 2.5364 -1.9318 1.6440 -0.384 -0.536 -0.332
O 0.1639 2.5183 -2.1603 -0.570 -0.146 0.241
O -0.5582 2.2403 1.7660 -1.104 1.003 -0.746
N -3.5118 -2.6808 1.4734 2.022 0.497 0.083
N -3.2056 -3.7471 0.7037 1.552 -0.158 0.140
N 2.2469 -3.0175 1.0767 -0.227 -0.202 0.021
N -1.3727 -2.8090 1.4644 -1.429 -0.683 -0.747
N -2.4165 -2.0658 1.8963 -1.099 -1.165 -0.374
C 0.4488 -4.4618 0.2302 -1.066 -0.646 -0.618
C -1.8408 -3.8266 0.6666 -1.106 1.390 1.378
C -0.6437 1.4267 -2.4974 -0.708 -0.337 1.213
C -1.3023 2.9199 1.0973 1.077 -0.877 0.468
C -0.9092 -4.6983 0.0288 0.131 -0.098 -0.276
C -2.6049 3.5313 1.5235 -0.191 0.130 0.264
C -0.0295 -2.2833 1.3680 -0.248 0.553 0.249
C -0.4920 1.1295 -3.9670 -0.220 -0.165 -0.191
C 2.4583 2.3308 -0.3844 0.410 -1.678 -0.890
C 0.8881 -3.3895 0.9947 1.676 0.579 0.458
C 3.6371 2.6058 0.5194 0.292 0.170 0.142
B 0.1728 2.9851 -0.8535 0.267 -1.274 0.455
H 4.5085 2.8436 -0.1128 -0.376 0.001 0.154
H 0.2448 -1.7242 2.2785 -0.145 -0.446 -0.435
H 3.4473 3.4338 1.2122 0.034 -0.277 -0.187
H -2.4038 4.4219 2.1347 0.068 -0.211 -0.133
H -3.1775 2.8335 2.1437 0.250 0.062 -0.179
H -0.0647 -1.5966 0.5248 0.171 0.771 -0.070
H 0.4202 1.6118 -4.3224 -0.189 -0.138 -0.075
H 1.1696 -5.1143 -0.2604 -0.007 0.192 0.299
H -1.3605 -5.4799 -0.5835 0.604 0.094 0.150
H -3.1892 3.8399 0.6587 0.031 -0.089 0.055
H -1.3648 1.5281 -4.5254 0.466 -0.182 0.398
H 3.9256 1.6932 1.0776 -0.468 0.409 -0.334
H -0.4451 0.0422 -4.1393 -0.072 0.464 0.192
```
Positions in Å, forces in eV/Å.

## Properties
- Net charge: -1
- DFT total energy: -1327.6257 Eh
- E_HOMO: -0.1254 Eh
- HOMO-LUMO gap: 0.20216 hartree
- E_LUMO: 2.09 eV


(2)
# C59H90N3O13S2

A cluster of 7 separate species, C59H90N3O13S2 in total in a non-equilibrium geometry (ωB97M-V with the def2-TZVPD basis set, the Open Molecules 2025 dataset).

Structure (XYZ):
```
167
Properties=species:S:1:pos:R:3:forces:R:3
S -1.5538 2.7331 -6.4773 1.142 -0.402 1.059
S -1.2666 2.7011 -3.4188 0.658 -0.856 -1.646
O -4.1151 6.4066 -2.2256 0.255 -0.623 -0.126
O 7.2185 -10.3601 5.6199 1.532 -0.329 -0.240
O -0.6961 12.3230 2.6271 0.201 0.282 -0.520
O 9.3910 -10.6882 5.3365 -0.119 -0.238 0.460
O 4.0808 -7.9324 1.5937 0.352 -0.058 0.839
O -0.3069 -6.5629 2.3011 0.258 -0.646 -0.862
O 5.6149 -3.2202 -0.4989 -0.702 -0.374 0.326
O 5.1409 -8.1120 3.5311 0.345 0.262 -0.520
O -8.1115 -1.6303 0.9001 -0.823 0.325 -0.337
O -9.8858 -0.6787 -0.0220 0.297 0.132 -0.460
O 3.6723 -4.1276 0.0538 -0.015 0.172 -0.587
O 0.3371 -7.5060 0.3978 0.400 0.370 0.242
O -0.6659 13.3706 4.5783 0.034 -0.704 -0.823
N -2.7604 6.5111 -2.3842 1.323 0.951 2.915
N 0.3943 1.1946 -5.1259 -0.450 1.161 1.776
N -2.3545 6.2547 -3.6086 3.604 0.313 0.374
C 4.1493 3.8293 -5.8223 -3.365 -2.388 0.876
C -0.7272 2.1307 -4.9100 -0.993 1.205 0.417
C -0.9661 6.2940 -3.8565 -0.135 0.272 2.492
C 1.6001 2.0443 -5.2636 3.793 2.227 -1.727
C 8.1545 -10.4741 4.8561 -0.398 0.239 0.148
C 4.9691 -3.8723 0.2935 0.396 0.424 -0.180
C 2.3279 -4.2953 2.0788 0.181 0.156 0.121
C -1.8716 10.4099 1.6891 -0.151 0.005 0.242
C -1.6121 5.6413 -6.3872 0.171 -0.437 -0.439
C -8.1446 2.2336 -1.0371 0.978 0.497 -0.879
C 2.8218 6.3010 -0.7584 0.226 -2.236 2.804
C 10.5377 -10.9799 4.5233 0.170 0.178 -0.216
C 3.3300 3.9443 -4.5145 -1.151 -2.003 -1.979
C 4.7297 -9.2219 5.6607 -0.717 -0.099 -0.244
C 2.8871 4.5159 1.8123 0.672 1.493 -2.606
C 5.2176 -7.9703 4.9601 -0.160 -0.258 0.461
C -0.5134 6.9722 -1.2784 -2.379 -1.080 -3.440
C -0.7134 11.0148 4.7128 0.485 -0.454 0.036
C -0.3992 -7.4919 1.5219 -0.324 0.529 0.453
C -0.6655 12.3236 3.9749 -0.184 0.598 0.889
C 3.0120 3.5910 3.1224 0.086 0.355 -0.862
C 2.0601 3.0844 -4.2119 2.247 -0.096 -3.246
C 4.0635 4.4579 0.7934 -3.104 2.613 -0.953
C 0.3792 7.3322 -0.0080 -0.514 -0.529 0.504
C 0.5176 0.1825 -4.0592 0.866 -3.873 3.916
C 1.8938 -0.1864 -3.3930 -2.374 -1.806 1.131
C 1.6236 6.3659 0.2347 3.040 -2.176 0.457
C 5.5820 -4.3320 1.5863 0.171 -0.634 0.186
C -0.4475 5.9328 -5.3283 -0.387 1.056 0.007
C -12.0181 0.1926 0.7692 0.072 -0.057 0.208
C -4.7907 4.5148 -0.6283 0.646 0.778 0.419
C -10.1932 -2.3771 1.7303 -0.371 -0.522 -0.202
C -0.7078 -0.6503 -3.5257 2.153 -0.346 0.699
C -0.7658 -8.6175 -1.4684 -0.210 0.073 0.137
C -6.7370 2.8655 -1.5528 -0.542 0.109 0.645
C -2.4544 4.3056 -6.1123 -0.985 0.721 0.216
C 2.0112 -1.3017 -2.2893 -3.528 -0.178 -0.911
C 4.0168 5.3465 -0.4797 -2.528 0.061 2.437
C -0.5538 11.1518 1.8146 -0.144 -0.064 0.097
C -4.5006 4.9888 -2.1351 -1.010 -2.150 -0.313
C -3.5482 3.6112 -0.1422 0.023 -0.878 -0.083
C -5.6774 1.7432 -1.9951 -0.787 -0.557 -0.527
C 2.8553 -5.0055 0.8473 -0.106 -0.106 0.390
C 3.7031 2.7734 -6.8632 -1.928 0.719 3.453
C 1.6898 5.4607 1.5205 2.254 -0.017 -2.054
C -0.6067 -1.7419 -2.4410 3.082 1.239 -0.696
C 2.4331 1.8938 -6.5796 1.394 2.331 1.822
C -1.3940 -8.5918 1.7632 0.176 -0.619 0.203
C -9.3182 -1.5560 0.8255 0.653 -0.150 0.429
C -0.0013 6.6545 -2.7027 -2.331 0.203 1.129
C -2.0895 6.8766 -1.1840 3.674 -0.445 -2.158
C -6.2351 3.8531 -0.3894 0.414 -0.337 -0.234
C 2.7094 -7.7586 3.5125 -0.145 0.606 0.261
C 7.9600 -10.2966 3.3765 0.020 -0.509 -0.408
C 0.7589 -2.1301 -1.7846 -0.115 3.564 -3.324
C 0.4111 -8.6153 -0.5114 -0.170 -0.182 -0.263
C 11.1454 -9.7099 3.9589 -0.170 0.152 -0.072
C -11.2931 -0.6069 -0.2965 -0.222 0.075 0.205
C 4.0270 -7.9156 2.8077 -0.181 -0.362 -0.379
H 2.8816 0.3056 -3.6865 -1.773 -0.656 0.331
H -2.6491 7.0497 -0.1920 0.618 -0.430 -2.154
H -1.7628 9.5429 1.0337 0.005 0.013 -0.048
H 1.7674 -3.4016 1.7940 -0.058 -0.101 -0.006
H 6.2736 -7.8188 5.1963 -0.065 -0.051 -0.295
H -1.1662 -9.5183 1.2399 -0.098 0.092 -0.140
H 1.3339 -8.4826 -1.0808 -0.029 0.195 0.277
H 3.6798 -9.4274 5.4325 -0.040 0.242 0.123
H 1.1199 6.6936 -2.9362 -1.942 -0.158 0.452
H 0.8366 5.5008 2.2882 1.403 -0.023 -1.360
H 5.2993 -10.0863 5.3304 -0.140 0.278 0.137
H 2.0124 -5.2955 0.2152 0.215 0.119 -0.105
H 6.6037 -4.6607 1.3886 -0.058 0.276 -0.012
H -5.1888 2.0187 -3.0068 -0.490 -0.376 1.756
H 2.8741 6.9276 -1.7142 -0.178 -0.877 1.689
H -0.0636 11.0851 5.5867 -0.261 0.152 0.004
H -11.2082 -2.5133 1.3622 -0.028 0.159 0.097
H 3.1414 -3.9645 2.7303 -0.022 -0.083 -0.021
H -2.9065 4.2267 -5.0659 0.815 0.242 -1.386
H -2.3862 -8.2452 1.4682 0.083 -0.010 0.059
H 12.0403 -9.9389 3.3781 -0.017 0.002 0.045
H 7.9063 -9.2299 3.1498 -0.078 -0.090 0.008
H 5.0445 4.5166 -5.9798 -1.411 -1.204 0.164
H 4.0638 3.1291 3.1720 -1.604 0.785 -0.228
H -7.0220 4.6807 -0.2652 1.194 -1.158 -0.162
H 2.1160 -7.0143 2.9792 -0.019 -0.317 -0.121
H 2.7940 -7.4050 4.5380 0.019 -0.212 0.033
H 7.0227 -10.7763 3.0892 -0.033 0.290 0.128
H -13.0791 0.2774 0.5288 0.043 0.017 -0.009
H 3.0163 -1.5979 -1.8149 -1.595 0.770 -1.062
H -8.7842 3.1300 -0.7146 0.643 -1.522 -0.416
H -11.7140 -1.6060 -0.4381 0.071 0.040 0.131
H -1.7389 10.8262 5.0366 0.092 0.042 0.010
H -0.8126 -7.6737 -2.0160 0.109 -0.088 -0.010
H -3.3564 4.3378 -6.8384 1.555 -0.391 1.047
H 11.4107 -9.0238 4.7661 0.053 -0.131 -0.012
H -3.2251 2.8487 -0.9496 -0.598 1.269 1.182
H -8.6056 1.6990 -1.9537 0.486 0.724 1.782
H -11.5903 1.1943 0.8501 -0.053 -0.048 -0.116
H 11.2647 -11.4613 5.1815 -0.294 0.046 0.123
H 4.9626 3.7820 0.9726 -1.472 1.057 -0.233
H 0.1145 6.8697 -5.7149 -0.780 -1.460 0.766
H 10.4413 -9.1809 3.3119 0.086 -0.104 -0.026
H -1.7151 -8.7232 -0.9374 0.084 -0.093 -0.050
H -2.2313 10.0634 2.6611 0.086 -0.050 -0.089
H 1.6758 -4.9561 2.6509 -0.080 0.095 -0.118
H -6.2651 0.7654 -2.1943 0.971 1.543 0.288
H 5.5982 -3.4967 2.2893 0.026 -0.044 -0.081
H 0.3213 5.0810 -5.3082 -1.199 1.086 0.258
H 3.6453 4.6993 -3.7163 -0.477 -1.228 -1.291
H 1.5127 3.2665 -3.2315 0.777 -0.496 -1.545
H -0.2460 11.5005 0.8256 -0.003 0.224 0.206
H 5.0710 -5.1773 2.0432 -0.093 0.108 0.033
H -0.3569 10.1650 4.1333 -0.161 -0.026 -0.046
H 4.8978 5.3105 -1.2056 -1.486 0.105 1.140
H -10.2266 -1.9075 2.7152 0.032 -0.055 -0.076
H -9.7616 -3.3756 1.8182 0.143 0.225 0.143
H -0.3037 7.2213 0.9213 1.012 0.185 -1.536
H -4.7589 5.4709 0.0239 -0.141 -1.387 -1.019
H -6.1666 3.2718 0.6105 -0.216 0.898 -1.604
H -1.5427 -2.3150 -2.1010 1.528 1.159 -0.770
H -11.3917 -0.0937 -1.2561 0.289 -0.079 0.079
H 0.2582 10.5182 2.1829 -0.108 0.003 0.096
H 2.1846 -8.7159 3.5032 0.043 0.075 -0.018
H 4.3104 2.6773 -7.8200 -1.123 -0.047 1.423
H 2.2647 2.7200 3.0426 1.012 1.468 0.359
H 10.2911 -11.7129 3.7505 -0.081 0.137 0.012
H -1.1004 5.5076 -7.4165 -0.699 0.194 1.697
H -3.8322 2.9696 0.7751 0.491 1.219 -1.313
H -0.6777 -9.4385 -2.1815 0.025 0.045 0.015
H 2.8816 4.2198 4.0682 -0.102 -1.006 -1.337
H -2.5994 4.2197 0.0958 -1.520 -0.731 -0.265
H 0.8449 -2.9677 -0.9976 -0.098 1.631 -1.481
H -11.9243 -0.2725 1.7535 -0.086 -0.020 -0.105
H -5.4019 4.8693 -2.8470 1.330 0.419 1.360
H -7.9652 1.5151 -0.1647 -0.395 0.950 -1.326
H -1.7498 -0.4317 -3.9690 1.896 -0.392 0.797
H -7.0065 3.5026 -2.4714 0.441 -0.903 1.280
H 2.1559 1.1369 -7.3987 0.218 1.249 1.664
H -3.6912 4.2779 -2.5550 -1.010 1.543 0.418
H -2.6423 11.0684 1.2831 0.120 -0.038 -0.065
H 8.7378 -10.7548 2.7689 0.082 0.165 0.038
H 0.6617 8.4485 -0.0400 -0.223 -1.737 -0.195
H 3.3913 -5.9278 1.0858 -0.031 0.225 -0.084
H -1.3943 -8.8323 2.8278 -0.136 0.263 -0.075
H -2.3360 6.5317 -6.5393 1.178 -1.405 0.635
H 4.6965 -7.0670 5.2905 -0.078 -0.071 -0.132
H 4.8327 -9.1202 6.7421 0.078 -0.031 -0.050
H -4.8947 1.4818 -1.2077 -1.091 0.534 -1.087
H 0.5190 -9.5578 0.0320 -0.107 0.109 0.034
```
Positions in Å, forces in eV/Å.

## Properties
- Net charge: +1
- DFT total energy: -4240.0033 Eh
- E_HOMO: -0.3560 Eh
- HOMO-LUMO gap: 0.20200 hartree
- E_LUMO: -4.19 eV